A.
Below is an isolated molecule of C5H6S2, with properties calculated with ωB97M-V with the def2-TZVPD basis set.

HOMO: -8.40 eV
lowest unoccupied orbital energy: 0.910 eV
SMILES: C1=CS[C@@H]2C[C@@H]2S1
Kohn-Sham gap: 9.309 eV

Last column: natural (NBO) charge in e.
Atoms and positions in Å:
H1 1.71 1.65 1.65  0.2259
S1 -0.12 -1.61 0.83  0.2775
H2 -0.13 1.99 -0.04  0.2388
H3 2.39 0.17 0.85  0.2409
C1 0.12 0.12 1.05  -0.4031
H4 -0.68 0.51 1.77  0.2353
H5 -2.09 -2.11 -0.56  0.2291
C2 -0.89 -0.70 -1.67  -0.3992
C3 0.44 1.05 -0.05  -0.3665
C4 -1.15 -1.51 -0.62  -0.3674
S2 0.47 0.36 -1.74  0.2712
H6 -1.56 -0.68 -2.48  0.2246
C5 1.49 0.77 1.02  -0.4071


B.
Below is an isolated molecule of C5H6S2, with properties calculated with ωB97M-V with the def2-TZVPD basis set.

HOMO: -8.70 eV
lowest unoccupied orbital energy: 0.790 eV
SMILES: SCc1cccs1
Kohn-Sham gap: 9.489 eV

Last column: natural (NBO) charge in e.
Atoms and positions in Å:
S1 -1.12 -1.54 0.08  0.3536
S2 2.61 -0.40 0.63  -0.0318
C1 -0.40 0.96 -0.23  -0.2485
C2 1.43 -0.66 -0.82  -0.5255
C3 0.09 -0.26 -0.48  -0.1419
H1 -2.19 1.93 0.50  0.2260
H2 0.16 1.80 -0.36  0.2198
C4 -2.15 -0.28 0.63  -0.3838
H3 1.71 -0.75 1.40  0.1009
H4 1.93 -0.12 -1.62  0.2345
H5 1.34 -1.67 -1.11  0.2203
C5 -1.70 0.98 0.38  -0.2485
H6 -3.02 -0.65 1.06  0.2249


C.
Below is an isolated molecule of C5H6S2, with properties calculated with ωB97M-V with the def2-TZVPD basis set.

HOMO: -8.60 eV
lowest unoccupied orbital energy: -0.273 eV
SMILES: CC1=C(C)C(=S)S1
Kohn-Sham gap: 8.324 eV

Last column: natural (NBO) charge in e.
Atoms and positions in Å:
H1 -1.10 2.55 -0.56  0.2316
H2 -0.98 -1.78 0.85  0.2291
H3 0.46 -2.51 0.13  0.2441
H4 -1.52 1.87 1.01  0.2355
S1 1.72 1.61 0.02  0.2664
H5 -2.02 1.04 -0.47  0.2322
C1 -1.22 1.62 -0.01  -0.6674
S2 3.35 -1.04 0.01  0.1022
C2 -0.30 -1.74 0.00  -0.6693
C3 2.06 -0.11 -0.01  -0.3047
C4 0.05 0.87 -0.02  -0.0793
C5 0.37 -0.43 -0.04  -0.0510
H6 -0.86 -1.94 -0.91  0.2305


D.
Below is an isolated molecule of C5H6S2, with properties calculated with ωB97M-V with the def2-TZVPD basis set.

HOMO: -8.24 eV
lowest unoccupied orbital energy: -0.649 eV
SMILES: CC1=C(C)C(=S)S1
Kohn-Sham gap: 7.586 eV

Last column: natural (NBO) charge in e.
Atoms and positions in Å:
H1 -0.32 -1.26 -0.45  0.2223
H2 0.03 -1.33 -2.07  0.2390
H3 1.19 -1.59 -0.85  0.2284
H4 0.28 1.81 1.92  0.2383
S1 0.87 2.86 -0.71  0.1425
H5 0.59 0.07 1.65  0.2344
S2 1.61 1.71 -3.60  0.1016
C1 0.66 0.45 -1.16  -0.2846
C2 1.08 1.40 -2.12  -0.0875
C3 0.08 0.99 1.25  -0.6840
H6 -0.94 0.70 1.18  0.2504
C4 0.61 1.28 -0.07  0.0428
C5 0.42 -0.93 -1.17  -0.6435


On energetic grounds, B is preferred over the next structure by 0.0235 hartree.


A.
Below is an isolated molecule of C5H6S2, with properties calculated with ωB97M-V with the def2-TZVPD basis set.

HOMO: -7.84 eV
lowest unoccupied orbital energy: -1.394 eV
Kohn-Sham gap: 6.450 eV

Last column: natural (NBO) charge in e.
Atoms and positions in Å:
S1 3.05 0.99 -0.43  -0.0228
H1 2.80 2.04 0.33  0.1285
H2 0.06 -1.43 -1.72  0.2844
H3 1.60 0.92 1.60  0.3138
H4 -3.36 -0.04 0.21  0.2049
H5 -2.46 -1.20 -1.46  0.2229
S2 -1.62 0.92 1.43  -0.0754
C1 1.71 0.19 0.63  -0.6355
C2 -0.31 -0.76 -0.87  -0.3309
H6 2.14 -0.73 0.94  0.2460
C3 0.52 -0.22 -0.05  0.2918
C4 -2.35 -0.02 0.22  -0.2973
C5 -1.79 -0.66 -0.83  -0.3305


B.
Below is an isolated molecule of C5H6S2, with properties calculated with ωB97M-V with the def2-TZVPD basis set.

HOMO: -9.22 eV
lowest unoccupied orbital energy: -2.037 eV
SMILES: C=CCC(=S)C=S
Kohn-Sham gap: 7.183 eV

Last column: natural (NBO) charge in e.
Atoms and positions in Å:
H1 -2.40 -0.14 0.25  0.2281
S1 3.08 0.00 -0.09  0.1016
C1 1.80 1.02 -0.30  -0.3291
H2 1.82 1.84 -1.26  0.2307
C2 0.56 1.05 0.31  -0.2013
S2 -0.38 2.25 -0.11  0.1625
C3 -0.01 -0.18 0.90  -0.5243
H3 -2.15 -1.76 -1.12  0.2267
H4 0.68 -0.80 1.40  0.2477
H5 0.14 -1.71 -0.72  0.2202
C4 -1.87 -0.89 -0.44  -0.4147
C5 -0.49 -0.96 -0.25  -0.1817
H6 -0.78 0.29 1.44  0.2336


On energetic grounds, B is preferred over the next structure by 0.0263 hartree.


A.
Below is an isolated molecule of C14H20N2O4S, with properties calculated with ωB97M-V with the def2-TZVPD basis set.

HOMO: -8.78 eV
lowest unoccupied orbital energy: 0.693 eV
SMILES: CSCC[C@H](N)C(=O)N[C@@H](Cc1ccc(O)cc1)C(=O)O
Kohn-Sham gap: 9.477 eV

Last column: natural (NBO) charge in e.
Atoms and positions in Å:
H1 -2.81 1.53 1.89  0.3909
H2 1.98 -3.32 -0.88  0.2038
H3 0.59 -1.73 -1.63  0.2301
S1 0.30 4.26 -1.78  0.1648
C1 1.43 -3.60 0.03  -0.1843
O1 1.16 -5.84 2.84  -0.6824
C2 0.47 -2.62 0.32  -0.0634
C3 -1.20 3.40 -1.09  -0.4943
C4 0.29 -1.46 -0.68  -0.4490
H4 0.47 -5.85 3.57  0.4782
O2 2.33 1.68 -0.89  -0.7004
H5 -3.21 0.80 0.41  0.3575
C5 -0.47 0.59 1.52  0.6829
C6 1.78 -4.68 0.86  -0.2585
N1 -2.63 1.61 0.86  -0.8477
H6 1.02 -0.55 1.88  0.4172
H7 -0.16 3.50 -4.01  0.2296
H8 -1.07 3.54 0.97  0.2302
H9 0.38 2.80 0.24  0.2078
O3 -0.91 0.23 2.60  -0.6244
H10 -1.00 -1.92 1.78  0.2442
C7 -1.26 1.43 0.49  -0.1489
H11 2.02 2.53 -1.39  0.5095
C8 -0.23 -2.70 1.53  -0.2166
H12 -0.70 -4.11 3.11  0.2045
C9 1.33 0.81 -1.32  0.7976
C10 -0.74 2.84 0.23  -0.4274
C11 -0.35 4.47 -3.45  -0.7482
N2 0.75 0.14 1.11  -0.6316
H13 -1.63 2.63 -1.77  0.2201
O4 0.58 1.02 -2.28  -0.5932
C12 0.97 -4.72 2.01  0.2844
H14 2.19 -0.74 -0.07  0.2467
H15 -1.24 0.82 -0.47  0.2167
H16 -0.81 -1.27 -0.91  0.2279
H17 -1.42 4.73 -3.36  0.2234
C13 0.01 -3.83 2.32  -0.2453
H18 2.49 -5.46 0.57  0.2414
C14 1.15 -0.34 -0.24  -0.1406
H19 0.16 5.27 -3.97  0.2280
H20 -2.01 4.11 -0.94  0.2190


B.
Below is an isolated molecule of C14H20N2O4S, with properties calculated with ωB97M-V with the def2-TZVPD basis set.

HOMO: -8.75 eV
lowest unoccupied orbital energy: 0.566 eV
SMILES: CCOc1ccc(S(=O)(=O)N(C)CC(=O)NC2CC2)cc1
Kohn-Sham gap: 9.318 eV

Last column: natural (NBO) charge in e.
Atoms and positions in Å:
H1 -2.96 0.75 4.66  0.2405
O1 4.09 -0.15 -3.28  -0.5042
C1 1.89 -0.82 -0.51  -0.1609
C2 0.52 -0.23 -2.39  -0.1488
H2 -1.43 -0.64 2.51  0.4284
O2 -1.73 2.39 3.30  -0.6290
H3 1.53 0.23 -4.21  0.2237
H4 0.41 0.80 1.69  0.2299
H5 -4.71 -1.07 4.32  0.2175
H6 -0.19 2.43 1.28  0.2243
H7 -2.95 1.86 0.53  0.2071
H8 -1.88 2.43 -0.77  0.1920
H9 2.96 2.10 -4.40  0.2112
C3 0.64 -0.61 -1.07  -0.3825
C4 -3.73 -1.22 3.91  -0.4298
C5 3.02 -0.65 -1.28  -0.2828
H10 -0.47 -0.08 -2.80  0.2355
H11 4.70 2.30 -4.20  0.2182
O3 -1.92 -1.21 -0.90  -0.9326
H12 -2.74 0.88 -0.94  0.2405
H13 5.11 -0.01 -4.98  0.1981
O4 -0.52 -1.49 1.11  -0.9647
C6 -2.70 -0.15 4.12  -0.0619
C7 -1.40 1.38 2.73  0.6567
H14 4.02 2.06 -5.82  0.2187
C8 -2.24 1.55 -0.24  -0.4154
N1 -1.14 0.82 0.33  -0.6941
H15 -2.76 -1.47 5.90  0.2182
H16 3.37 -0.27 -5.22  0.1727
H17 -3.72 -1.74 2.96  0.2180
H18 4.00 -0.81 -0.87  0.2306
C9 -0.48 1.39 1.49  -0.3067
C10 3.93 1.78 -4.77  -0.6386
S1 -0.84 -0.75 -0.08  2.3474
C11 -2.58 -1.45 4.84  -0.4277
H19 1.95 -1.13 0.52  0.2391
C12 4.11 0.28 -4.63  -0.0666
N2 -1.78 0.14 3.06  -0.6198
C13 2.91 -0.27 -2.62  0.4138
H20 -1.80 -2.13 4.52  0.2163
C14 1.65 -0.06 -3.17  -0.3325


On energetic grounds, A is preferred over the next structure by 0.0142 hartree.